{"formula": "C2H6N2", "method": "wB97M-V/def2-TZVPD", "symbols": ["C", "N", "H", "H", "H", "C", "N", "H", "H", "H"], "positions_angstrom": [[3.4448, 0.9620, -0.0755], [3.9767, 1.2403, 1.0383], [2.3992, 1.1449, -0.2408], [3.9648, 0.2524, -0.7286], [4.9032, 0.9977, 1.2904], [-3.6106, -0.6183, -0.0322], [-3.6542, -1.8096, -0.5163], [-2.9840, -0.5218, 0.8996], [-4.1165, 0.2667, -0.3979], [-4.3234, -1.9143, -1.2370]], "forces_ev_per_angstrom": [[1.7587, -1.8431, 1.2758], [-2.3270, 1.6318, 0.1951], [-0.3249, 0.5314, -0.1888], [-0.1801, 0.4085, -0.6547], [1.0717, -0.7297, -0.6275], [0.9708, -2.0514, 0.7497], [0.5255, 1.5346, 1.8489], [-0.4753, 0.2874, -1.1021], [-0.3165, 0.0639, -0.1492], [-0.7030, 0.1665, -1.3472]], "homo_ev": -9.7, "e_above_lowest_kcal_mol": 61.1, "multiplicity": 1, "fmax_ha_per_bohr": 0.05541, "total_charge": 0, "orbital_gap_ev": 10.73, "smiles": "C=N.C=N", "mol_weight_g_mol": 58.08}